Entry 1:
The following is a quantum chemistry calculation of 2 unconnected molecules or ions with the total composition C7H13NSi in a non-equilibrium geometry, from the Open Molecules 2025 dataset.

- HOMO-LUMO gap (Ha) = 0.2944
- HOMO level (eV) = -7.178
- structure (SMILES) = C=C/[Si](=C\C)NC.C#C

XYZ file:
```
22
Properties=species:S:1:pos:R:3:forces:R:3
Si -0.639561 -0.346207 -0.013546 0.1 -0.2 0.7
N -0.440770 -0.747293 1.690107 0.7 -0.7 -1.7
C -0.572122 0.142621 2.813106 0.8 1.5 1.2
C 0.293663 -1.706953 -0.996239 0.5 -0.3 0.1
C -1.351873 1.298384 -2.268476 -2.2 -2.3 0.9
C 2.989848 -0.318849 1.561411 0.1 1.2 -2.0
C -1.369643 1.084079 -0.712816 -1.7 -0.5 -0.9
C 3.077538 0.376143 0.584936 0.0 -1.3 2.1
C 1.398390 -1.391199 -1.711760 -2.9 1.5 0.7
H -1.359614 -0.221958 3.501562 0.5 0.3 -0.1
H -0.393901 1.082423 -2.635543 1.3 0.5 -1.0
H -0.883430 1.173305 2.455607 0.3 -1.2 0.4
H 1.829709 -2.058669 -2.388839 1.0 -1.1 -0.7
H 1.555798 -0.318375 -1.860846 0.7 -0.4 0.2
H -1.822909 2.239498 -2.513219 0.7 0.5 -0.2
H 3.343049 0.900577 -0.247653 0.2 1.3 -1.6
H 0.125790 -1.601497 1.868884 -0.8 1.1 -0.2
H 0.443730 0.306550 3.412838 -2.0 -0.5 -1.2
H -2.039885 0.530976 -2.788864 0.9 0.9 0.7
H -2.388548 1.516677 -0.445846 1.7 -0.5 0.9
H 2.873574 -1.149856 2.147074 -0.2 -1.2 1.5
H -0.032328 -2.791814 -0.986424 0.3 1.4 0.2
```
Forces are in eV/Å.

Atomic partial charges in e from the Mulliken method, atoms 1 to 6: 0.13, -0.13, -0.74, -0.10, -1.02, -0.38


Entry 2:
The following is a quantum chemistry calculation of 2 unconnected molecules or ions with the total composition C7H13OP in a non-equilibrium geometry, from the Open Molecules 2025 dataset.

- HOMO-LUMO gap (alpha / beta) (Ha) = 0.2322 / 0.3222
- HOMO level (alpha / beta) (eV) = -7.334 / -9.416

XYZ file:
```
22
Properties=species:S:1:pos:R:3:forces:R:3
P 1.560576 -0.018163 -0.362326 -0.9 2.0 0.4
O 2.571865 2.700547 0.132148 -5.7 0.4 0.0
C 2.096997 -1.588820 -0.148826 -1.3 0.8 2.7
C -0.280887 0.028689 1.849910 1.3 -3.6 -1.1
C -2.486214 -0.000766 0.623527 0.6 -1.3 0.9
C 1.194921 0.514816 -2.024014 -1.2 1.8 0.1
C -3.352823 -0.627968 -0.125522 -3.5 1.1 0.0
C -0.013702 0.427075 0.422811 1.3 -1.1 1.7
C -1.103466 -0.608924 0.709071 0.0 4.7 1.5
H -0.839049 -1.597191 0.571109 -0.2 -1.9 -0.9
H -2.881686 0.775559 1.331591 1.1 -0.5 -0.8
H 3.403774 2.404978 0.080503 5.3 -1.8 -0.3
H 2.831074 -1.890137 -0.790313 1.8 -1.0 -1.8
H 0.370069 -0.739359 2.346554 -0.3 1.1 -0.6
H 2.202960 -1.978374 0.901147 -0.3 0.4 -1.2
H -0.870666 0.515649 2.538441 -0.8 1.8 1.1
H 0.317112 0.116304 -2.477936 -1.2 -0.5 0.4
H -0.194758 1.453016 0.234447 -0.6 0.7 -0.6
H 1.864974 0.288864 -2.734413 3.3 -1.6 -2.2
H -4.438850 -0.284398 -0.109157 1.5 -0.5 -0.2
H 1.199912 1.597488 -2.266552 -0.4 -0.2 1.4
H -3.152135 -1.488886 -0.702201 0.4 -0.7 -0.6
```
Forces are in eV/Å.

Atomic partial charges in e from the Mulliken method, atoms 1 to 6: 0.71, -0.64, -0.98, -0.88, -0.36, -1.35


Entry 3:
The following is a quantum chemistry calculation of C7H13OP in the gas phase in a non-equilibrium geometry, from the Open Molecules 2025 dataset.

- HOMO-LUMO gap (alpha / beta) (Ha) = 0.2849 / 0.2828
- HOMO level (alpha / beta) (eV) = -7.443 / -7.633

XYZ file:
```
22
Properties=species:S:1:pos:R:3:forces:R:3
P -1.967964 -0.050606 -0.456198 4.6 -0.6 1.8
O -3.357098 0.034774 -0.842252 -2.6 -0.2 -0.7
C 0.517238 -1.257567 -0.790553 -3.5 -1.6 0.7
C -0.155835 -0.580159 1.651600 0.0 2.0 1.7
C 0.862517 -0.022355 -1.484409 0.1 -0.6 -1.4
C -1.632392 -0.541422 1.339716 -2.0 0.2 -0.8
C -1.041583 1.452167 -0.989296 -2.9 1.6 -1.8
C 0.445367 1.360548 -0.996934 1.1 -0.5 1.5
C 0.783673 -1.375095 0.704963 -0.5 0.8 -0.8
H 0.534027 -2.254260 -1.376756 -0.2 1.9 0.9
H -1.540344 1.504433 -2.054415 1.2 -0.1 1.5
H -2.231768 0.090855 2.074536 0.9 -0.5 -1.0
H 1.013958 1.926052 -1.758132 -0.7 0.9 0.9
H 0.786081 -2.393603 1.000670 -0.1 -1.1 0.2
H -0.092509 -0.836477 2.779379 0.5 0.0 -1.9
H 0.394652 -0.033091 -2.520907 1.2 -0.4 0.8
H -1.497351 2.415024 -0.554002 0.9 -1.5 -0.1
H 0.078561 0.537708 1.626457 0.3 -1.4 0.2
H 0.763364 1.557123 0.084945 0.2 0.0 -1.7
H 1.806662 -1.029020 0.783001 0.5 0.3 0.7
H 1.950403 -0.125905 -1.468777 0.5 0.8 -0.8
H -2.174974 -1.501500 1.324741 0.5 -0.1 0.3
```
Forces are in eV/Å.

Atomic partial charges in e from the Mulliken method, atoms 1 to 6: 0.62, -0.71, -0.30, -0.38, -0.72, -0.76


Entry 4:
The following is a quantum chemistry calculation of C7H14 in the gas phase in a non-equilibrium geometry, from the Open Molecules 2025 dataset.

- HOMO-LUMO gap (Ha) = 0.3943
- HOMO level (eV) = -9.611
- structure (SMILES) = CC[C@@]1(C)C[C@H]1C

XYZ file:
```
21
Properties=species:S:1:pos:R:3:forces:R:3
C 0.491000 -1.729732 -0.896440 0.0 0.1 0.1
C -0.034107 0.912336 2.004339 -0.1 -0.1 0.0
C -0.407125 0.658122 -1.103361 0.0 0.1 0.1
C 0.490363 -0.309155 -0.342230 -0.1 0.1 0.2
C 0.658067 -0.172967 1.165331 -0.2 -0.1 0.2
C 1.782311 0.208659 0.235463 -0.1 -0.1 0.4
C -1.896254 0.313436 -1.026896 -0.1 0.0 0.0
H 2.711145 -0.372515 0.153012 -0.5 0.4 0.1
H 0.444614 1.040266 2.988160 0.0 -0.2 -0.3
H -0.089832 0.687211 -2.156580 0.0 -0.1 0.2
H 0.777776 -1.747669 -1.956936 0.0 0.1 0.2
H -2.502725 1.069147 -1.538143 0.1 -0.1 0.1
H -0.079937 1.924155 1.563798 0.2 -0.5 -0.2
H 0.794336 -1.101088 1.713834 -0.2 0.0 -0.1
H -2.114817 -0.653009 -1.494692 0.0 0.1 0.1
H 1.194160 -2.371306 -0.352775 -0.1 0.1 0.0
H -2.233926 0.261276 0.014721 0.1 0.0 -0.1
H 1.841575 1.275399 0.368123 0.7 0.4 -0.8
H -1.074991 0.624358 2.194922 0.1 0.0 0.0
H -0.249123 1.672737 -0.719092 0.0 -0.1 0.0
H -0.502510 -2.189660 -0.814556 0.2 0.1 0.0
```
Forces are in eV/Å.

Atomic partial charges in e from the Mulliken method, atoms 1 to 6: -1.50, -1.50, -0.78, 1.15, 0.12, -1.07


Entry 5:
The following is a quantum chemistry calculation of C7H14 in the gas phase, from the Open Molecules 2025 dataset.

- HOMO-LUMO gap (Ha) = 0.4153
- HOMO level (eV) = -10.068
- structure (SMILES) = CC(C)CC1CC1

XYZ file:
```
21
Properties=species:S:1:pos:R:3:forces:R:3
C 1.892867 0.986792 0.612425 0.0 0.2 0.0
C 2.694858 -0.171414 0.089764 0.2 -0.1 -0.1
C 0.144628 -0.863447 -0.120787 0.0 0.0 0.0
C -1.114281 0.007018 0.093489 0.0 0.0 0.0
C -2.396352 -0.822858 0.168113 0.0 0.0 0.0
C 1.342915 -0.410761 0.699194 -0.1 -0.1 0.1
C -1.249976 1.067789 -1.003407 0.0 0.1 0.0
H -2.083252 1.749630 -0.799629 0.1 -0.1 0.0
H 2.778299 -0.261816 -0.990723 0.0 0.0 0.2
H -2.599641 -1.320457 -0.788586 0.1 0.0 0.1
H 0.402018 -0.883004 -1.189433 0.0 0.1 0.1
H -2.328635 -1.595510 0.942546 0.0 0.1 -0.1
H -0.994096 0.523582 1.056042 0.0 -0.1 -0.1
H 3.582327 -0.482752 0.633371 -0.2 0.1 -0.1
H -0.073579 -1.905760 0.148520 0.0 0.2 0.0
H -3.257103 -0.184823 0.400599 0.1 -0.1 -0.1
H -0.342256 1.670764 -1.105091 -0.2 -0.1 0.0
H -1.437049 0.589096 -1.973701 0.0 0.0 0.1
H 1.468021 1.673109 -0.113685 0.1 -0.1 0.1
H 1.363172 -0.829440 1.704725 0.0 0.1 -0.1
H 2.207121 1.464252 1.536246 0.0 -0.1 -0.2
```
Forces are in eV/Å.

Atomic partial charges in e from the Mulliken method, atoms 1 to 6: -0.49, -0.65, -1.04, 0.82, -1.61, 0.08


Entry 6:
The following is a quantum chemistry calculation of a molecular structure, C7H14 in a non-equilibrium geometry, from the Open Molecules 2025 dataset.

- HOMO-LUMO gap (Ha) = 0.3836
- HOMO level (eV) = -9.414

XYZ file:
```
21
Properties=species:S:1:pos:R:3:forces:R:3
C 0.635732 -0.005133 1.523475 -0.1 0.1 0.0
C 0.104798 0.254132 -1.592980 -0.5 -0.2 -0.4
C 1.166741 1.051861 -0.783602 -0.3 -0.1 0.0
C 1.693511 0.339759 0.466081 -0.1 -0.1 0.0
C -0.351036 -1.121138 1.149030 -0.5 0.3 0.2
C -1.293134 0.192839 -0.919119 -1.4 0.1 -0.6
C -1.519919 -0.763597 0.186252 -1.5 0.3 0.3
H -2.599335 -0.013937 -1.135039 2.6 0.3 -2.2
H -1.600184 1.214542 -0.730834 0.5 0.3 0.7
H 2.462525 0.973274 0.932115 -0.2 -0.1 -0.1
H 0.751341 2.029531 -0.498474 0.0 -0.2 0.0
H 2.210643 -0.583671 0.162964 -0.1 0.1 0.0
H -2.806229 -0.248034 0.089019 2.0 -0.9 2.7
H 0.230113 -1.976470 0.734179 -0.5 0.4 -0.1
H -2.021696 -1.686109 -0.068162 0.5 -0.4 -0.7
H -0.019449 0.748566 -2.558430 0.1 0.0 -0.1
H 1.166161 -0.305182 2.437427 -0.1 0.0 -0.1
H -0.808226 -1.518194 2.058231 0.1 0.0 0.1
H 0.508076 -0.747825 -1.792265 -0.2 0.1 0.0
H 2.027087 1.269624 -1.438104 -0.3 -0.1 0.1
H 0.062481 0.895163 1.778237 0.1 0.0 0.0
```
Forces are in eV/Å.

Atomic partial charges in e from the Mulliken method, atoms 1 to 6: -0.67, -0.80, -0.57, -0.62, -0.66, -0.37


Entry 7:
The following is a quantum chemistry calculation of 2 unconnected molecules or ions with the total composition C7H14 in a non-equilibrium geometry, from the Open Molecules 2025 dataset.

- HOMO-LUMO gap (Ha) = 0.3942
- HOMO level (eV) = -9.784
- structure (SMILES) = CC(C)(C)C.C#C

XYZ file:
```
21
Properties=species:S:1:pos:R:3:forces:R:3
C 2.582843 0.614235 0.108158 1.9 1.7 -1.4
C 0.160911 -0.602053 1.204948 0.1 1.2 0.2
C 2.865638 -0.542660 -0.149505 1.2 -1.0 1.5
C -0.604254 -0.987616 -1.211331 -0.5 -0.1 -1.4
C -0.637701 -0.002598 -0.019146 0.9 0.0 0.3
C -0.059339 1.367378 -0.434170 0.2 -0.7 -1.9
C -2.095056 0.190744 0.442727 -0.2 -0.5 0.2
H 3.199635 -1.630237 0.075400 -1.0 2.5 -1.0
H -2.681800 0.719357 -0.371076 0.5 -0.2 1.3
H -2.132343 0.646993 1.505521 -0.2 -0.4 -1.9
H -0.167572 2.047082 0.374739 0.1 0.8 0.7
H 0.991588 1.328559 -0.807926 -1.5 -0.1 0.5
H 0.400927 -0.903965 -1.808226 -1.9 -0.3 1.1
H -0.570198 1.779508 -1.324915 -0.4 -0.2 0.5
H -0.312294 -1.503270 1.532646 -0.4 -0.8 0.1
H 1.247032 -0.771746 1.055901 -1.6 -0.1 0.1
H -2.511240 -0.845909 0.488575 0.0 0.8 0.3
H -1.523259 -0.723973 -1.957182 2.2 -0.8 1.6
H -0.731157 -2.052007 -0.803896 0.1 1.4 -0.9
H 2.488980 1.771013 0.025059 0.4 -3.1 0.7
H 0.088658 0.101164 2.073707 0.0 -0.3 -0.6
```
Forces are in eV/Å.

Atomic partial charges in e from the Mulliken method, atoms 1 to 6: -0.45, -1.59, -0.25, -1.36, 2.02, -1.74


Entry 8:
The following is a quantum chemistry calculation of 2 unconnected molecules or ions with the total composition C7H14, from the Open Molecules 2025 dataset.

- HOMO-LUMO gap (Ha) = 0.3716
- HOMO level (eV) = -8.995
- structure (SMILES) = C=C[C@]1(C)C[C@H]1C.[H][H]

XYZ file:
```
21
Properties=species:S:1:pos:R:3:forces:R:3
C -0.298295 0.219724 -0.207668 -0.1 -0.1 0.1
C 1.064171 0.722470 -0.654872 0.1 0.0 0.0
C -0.166803 1.483649 -1.035675 -0.1 0.1 -0.1
C -0.843928 -0.939865 -0.968852 -0.1 0.0 0.0
C 2.063657 1.345597 0.293250 0.0 0.0 0.1
C -0.724950 0.328776 1.244334 0.0 0.0 0.0
C -1.892127 -1.682698 -0.621072 0.1 0.1 0.0
H 0.684401 -3.153689 1.400676 0.0 0.0 0.0
H -0.335915 -1.154287 -1.911973 -0.1 0.0 0.1
H -0.519923 1.454529 -2.063449 0.1 0.0 0.2
H 2.619272 0.591291 0.861604 -0.1 0.1 -0.1
H 1.521506 0.132115 -1.449287 -0.1 0.1 0.1
H -1.728808 0.756427 1.337875 0.1 -0.1 0.0
H 2.785368 1.948138 -0.269863 -0.1 -0.1 0.1
H -2.446537 -1.501630 0.296270 0.1 0.0 -0.1
H 1.578381 2.017629 1.008781 0.1 -0.1 -0.1
H 0.226116 -2.844932 0.902147 0.0 0.0 0.0
H -0.043817 0.958093 1.822425 -0.1 0.0 -0.1
H -0.350272 2.426536 -0.524105 0.1 -0.1 0.0
H -0.734683 -0.657786 1.719633 0.0 0.1 -0.1
H -2.241412 -2.494657 -1.252470 0.1 0.1 0.1
```
Forces are in eV/Å.

Atomic partial charges in e from the Mulliken method, atoms 1 to 6: 1.64, 0.07, -0.91, -0.48, -1.59, -1.66


Entry 9:
The following is a quantum chemistry calculation of 2 unconnected molecules or ions with the total composition C7H14, from the Open Molecules 2025 dataset.

- HOMO-LUMO gap (Ha) = 0.3827
- HOMO level (eV) = -9.189
- structure (SMILES) = C=CCCCC=C.[H][H]

XYZ file:
```
21
Properties=species:S:1:pos:R:3:forces:R:3
C 0.227643 1.259840 0.833451 0.0 0.1 0.0
C -2.043412 -0.410338 -0.399295 0.1 0.0 0.1
C 1.258334 -0.085449 -1.117139 0.0 0.0 -0.1
C -0.561401 0.184737 1.592563 0.0 0.0 0.0
C -1.593159 -0.614725 0.834856 -0.1 0.0 -0.1
C 1.494129 0.774616 0.103372 0.0 0.0 0.0
C 0.932673 0.393412 -2.313377 0.0 0.0 0.0
H 0.545592 2.016998 1.561302 0.0 -0.1 -0.1
H 1.359183 -1.162894 -0.988805 -0.1 0.2 -0.1
H -1.089879 0.662430 2.430151 0.1 -0.1 -0.1
H 2.064137 1.662132 -0.199085 -0.1 -0.1 0.0
H -0.423970 1.787144 0.124718 0.1 -0.1 0.1
H 0.793478 -2.970280 0.694006 0.0 0.0 0.0
H -1.651553 0.370958 -1.044593 0.0 -0.1 0.1
H -2.823462 -1.041516 -0.817820 0.1 0.1 0.1
H -2.032692 -1.431999 1.410362 0.1 0.1 -0.1
H 0.753203 -0.261679 -3.162644 0.0 0.1 0.2
H 0.144105 -0.512604 2.069120 -0.1 0.1 -0.1
H 2.124384 0.231608 0.820492 -0.1 0.1 -0.1
H 0.198542 -2.578042 0.478826 0.1 -0.1 0.0
H 0.806309 1.461678 -2.489901 0.1 -0.1 0.1
```
Forces are in eV/Å.

Atomic partial charges in e from the Mulliken method, atoms 1 to 6: -0.72, -0.69, 0.01, -0.37, -0.30, -0.63


For reference, calculated total energy by record: -16832.1655, -18799.2849, -18803.4985, -7485.3866, -7485.3444, -7482.1818, -7482.0304, -7483.9656, -7483.8171 eV.
For reference, energy relative to the best compared isomer or geometry (same formula, charge and spin) by record: 637.7, 598.8, 192.2, 87.6, 91.7, 396.8, 411.4, 224.7, 239.0 kJ/mol.